A molecular structure, C15H48KNO12 at a distorted geometry, computed with ωB97M-V with the def2-TZVPD basis set.

XYZ file:
```
77
Properties=species:S:1:pos:R:3:forces:R:3
K -1.2229 -4.8178 -0.7063 0.379 0.567 0.285
N 0.2355 -1.2821 -0.5883 0.709 -0.446 -0.399
O 1.3648 -1.8141 -0.4197 -1.133 0.307 0.299
O -0.7927 -2.0110 -0.7163 0.260 -0.118 0.165
O 0.1210 -0.0552 -0.6897 0.017 -0.117 0.241
O -1.3693 -1.8472 -3.9551 0.000 -0.155 0.153
H -1.0283 -1.4821 -3.1275 -0.093 0.000 -0.046
H -2.3262 -1.7947 -3.8598 0.049 0.159 -0.005
O 3.7858 -0.9975 -2.0046 0.009 0.020 0.009
H 3.0720 -1.4122 -1.5032 0.046 0.034 -0.059
H 3.8665 -0.1336 -1.5727 -0.050 -0.062 -0.002
O 2.9567 1.0869 -0.1807 -0.194 0.097 0.078
H 2.7545 2.0336 -0.0478 0.083 -0.280 0.116
H 2.0984 0.6505 -0.2987 0.087 0.090 -0.039
O -3.0823 -2.5127 0.8944 0.253 -0.361 -0.195
H -2.1758 -2.1977 0.7386 -0.198 0.149 -0.072
H -3.5601 -2.1801 0.1253 0.012 0.162 0.100
C 2.7588 -0.3615 3.8030 0.227 -0.199 0.223
C 1.4223 -1.0669 3.6147 0.265 0.474 0.067
C 0.3590 -0.1165 3.0827 0.267 0.016 0.084
O 1.5758 -2.2038 2.7628 -0.056 -0.207 -0.355
H 2.7107 0.4173 4.5710 -0.166 0.004 -0.158
H 3.1095 0.0801 2.8689 -0.031 0.028 -0.046
H 3.5014 -1.0867 4.1449 -0.005 0.031 -0.097
H 1.1211 -1.4520 4.5929 -0.138 -0.252 -0.167
H 0.0424 0.5842 3.8577 -0.087 -0.099 0.022
H -0.4968 -0.6839 2.7182 -0.115 0.125 -0.005
H 0.7936 0.4877 2.2831 -0.140 -0.090 -0.235
H 1.6935 -1.9205 1.8396 0.074 0.297 0.246
C -0.2401 -4.8019 3.2765 -0.380 0.244 -0.208
C 0.7273 -5.6027 2.4338 0.126 -0.521 0.237
C 0.1473 -6.9728 2.0845 -0.068 0.067 -0.253
O 1.0493 -4.9377 1.2081 -0.334 0.259 -0.003
H -1.1096 -4.5212 2.6634 0.048 -0.091 0.108
H 0.2022 -3.8753 3.6338 0.064 -0.066 0.061
H -0.6055 -5.3960 4.1138 0.058 0.008 0.076
H 1.6432 -5.7692 3.0161 0.047 0.138 -0.206
H 0.3969 -7.7087 2.8475 -0.147 0.041 0.077
H 0.5486 -7.3523 1.1423 0.143 0.094 0.029
H -0.9454 -6.9263 1.9921 0.078 -0.026 0.046
H 1.3456 -4.0402 1.4349 -0.044 -0.204 -0.086
C -4.4912 2.2976 -1.2101 -0.273 0.398 0.291
C -3.1594 1.8600 -0.6416 -0.055 -0.187 -0.202
C -3.2239 1.4437 0.8243 0.595 0.097 -0.164
O -2.7101 0.7596 -1.4443 -0.008 0.082 0.086
H -4.8982 3.1378 -0.6363 0.151 -0.042 0.013
H -5.2424 1.5072 -1.1512 0.148 -0.128 -0.172
H -4.3730 2.6481 -2.2355 -0.059 -0.223 -0.053
H -2.4538 2.6890 -0.7681 -0.029 -0.034 0.108
H -3.5843 2.2383 1.4796 -0.167 0.007 -0.102
H -2.2058 1.2043 1.1569 -0.138 -0.095 0.028
H -3.8339 0.5484 0.9292 -0.125 0.011 0.080
H -1.7928 0.5596 -1.2033 0.004 -0.085 0.058
C 0.9538 5.6195 1.0866 -0.454 0.046 0.239
C 1.0923 4.1253 0.8689 0.390 -0.012 -0.341
C 0.0451 3.5917 -0.1022 0.450 -0.159 0.310
O 2.4296 3.8168 0.3800 -0.559 0.123 0.080
H -0.0850 5.8731 1.3328 0.109 -0.088 -0.112
H 1.2148 6.1543 0.1723 0.081 0.098 0.046
H 1.5493 5.9682 1.9277 0.292 0.022 -0.164
H 1.0297 3.6026 1.8243 -0.007 -0.027 -0.015
H -0.9421 3.9471 0.1853 -0.070 0.009 -0.073
H 0.0527 2.5004 -0.0818 -0.074 -0.009 -0.126
H 0.2849 3.9195 -1.1171 -0.193 0.041 -0.046
H 2.4836 4.1729 -0.5176 0.057 0.036 0.089
C -0.0109 1.5944 -5.5873 0.210 -0.014 -0.057
C 0.1088 2.0066 -4.1257 -0.327 0.070 0.123
C 1.2323 1.2874 -3.4243 0.784 0.070 -0.392
O 0.4105 3.4193 -4.0105 -0.066 -0.303 -0.080
H -0.0701 0.5108 -5.7157 -0.073 0.040 0.240
H 0.8896 1.9250 -6.1151 -0.114 0.049 -0.025
H -0.8945 2.0217 -6.0672 0.042 0.110 0.019
H -0.8434 1.8199 -3.6041 0.116 -0.018 -0.091
H 1.1103 0.2078 -3.3548 -0.313 0.010 0.065
H 1.4219 1.6959 -2.4346 -0.121 -0.048 0.076
H 2.1497 1.4293 -4.0127 -0.085 0.057 0.154
H -0.0931 3.8907 -4.6812 -0.042 -0.020 0.026
```
Forces are in eV/Å.

Output
2S+1: 1
F_max: 1.21 eV/A
lowest unoccupied orbital energy: -0.86 eV
Kohn-Sham gap: 8.8818 eV
electronic energy: -58717.7240 eV
net charge: 0
HOMO energy: -9.746 eV